(1)
A cluster of 4 separate species, C32H43N3O10S in total, computed with wB97M-V/def2-TZVPD.

The geometry in XYZ format:
```
89
Properties=species:S:1:pos:R:3:forces:R:3
S -5.6264 3.9461 -0.6822 0.0 0.1 0.1
O 1.7266 -2.6023 0.3317 0.0 -0.2 -0.1
O -2.2978 -3.1092 -5.9075 0.0 0.0 0.0
O -3.1694 5.1369 -0.6031 0.0 0.0 -0.1
O -3.2828 -2.7398 -4.0323 0.0 0.0 0.1
O 5.6000 0.3996 2.1956 0.0 0.0 0.0
O -0.8631 0.6020 3.2814 -0.1 0.5 -0.2
O 2.7449 -3.5519 1.9688 0.0 0.0 0.0
O -3.9020 1.8348 -1.8506 0.0 -0.1 0.1
O 7.0770 0.9956 0.7499 0.0 0.0 0.0
O -1.0695 0.6745 5.5189 0.2 0.1 0.4
N 6.4568 0.1557 1.3711 0.0 0.0 0.0
N 1.8555 -3.4985 1.1397 0.0 0.0 0.0
N -2.8711 -2.3862 -5.1192 0.0 0.0 0.0
C 8.0990 -2.8884 -0.0129 0.0 0.0 0.0
C -1.5108 0.9051 4.4308 0.0 -0.2 -0.3
C -3.6151 0.9014 -0.8246 -0.2 0.0 0.0
C -0.6424 3.7499 1.7306 0.3 0.4 0.3
C 0.9872 -5.6037 2.0621 0.0 -0.1 0.1
C -0.9439 -6.6470 1.0807 0.0 0.0 0.0
C 1.7675 1.1284 0.1425 0.1 0.3 0.1
C 0.8719 -4.5939 1.1234 0.0 0.0 0.0
C -3.0880 -0.9803 -5.5076 0.0 0.0 0.0
C 6.0617 -2.2425 1.7716 -0.1 0.0 0.1
C -0.1272 -4.5772 0.1677 -0.1 0.0 -0.1
C -3.9795 4.2905 -1.3767 0.0 0.0 0.0
C -2.8307 1.5732 4.1648 0.0 -0.1 -0.2
C 1.1384 -0.3010 2.2325 -0.2 0.3 0.2
C 0.5797 0.6412 3.3048 0.2 -0.3 0.1
C -2.6600 -0.5590 -6.7540 0.0 0.0 -0.1
C -1.0405 -5.6198 0.1512 0.0 0.0 0.0
C 2.2363 0.3221 1.3691 0.2 -0.3 -0.1
C 0.0653 -6.6377 2.0356 0.0 0.0 0.0
C -2.8298 4.6703 0.6989 0.1 0.1 0.1
C 0.6322 3.2082 1.0599 -0.2 0.0 -0.3
C -1.3363 4.8989 0.9669 -0.3 -0.1 0.0
C 7.3972 -3.8925 0.6429 0.0 0.0 0.0
C 6.7776 -1.2603 1.1128 0.0 -0.1 0.0
C 6.3825 -3.5696 1.5341 0.0 0.0 -0.1
C 7.7925 -1.5574 0.2204 0.1 0.0 0.0
C 0.4463 1.8881 0.2899 0.0 0.2 -0.2
C -3.7182 -0.1352 -4.6136 0.0 0.0 0.1
C -3.1753 3.0357 -1.8139 0.1 0.0 -0.1
C -3.9319 1.1815 -4.9868 0.0 0.1 -0.1
C -3.5180 1.6279 -6.2352 0.0 -0.1 0.0
C -2.8815 0.7608 -7.1154 0.0 0.0 0.0
H 0.1368 -7.4368 2.7607 0.0 0.0 0.0
H -0.3560 4.1370 2.7133 -0.1 -0.1 0.0
H -4.0372 -0.4962 -3.6476 0.0 0.0 0.0
H 2.9176 0.9098 1.9915 -0.2 0.1 0.1
H -4.5586 0.4749 -0.4767 0.0 0.0 0.0
H 1.7793 -5.5771 2.7952 0.0 0.0 0.0
H -4.4248 1.8501 -4.2951 0.0 0.0 0.0
H 7.6425 -4.9301 0.4573 0.0 0.0 0.0
H 1.4467 3.1101 1.7815 -0.1 -0.1 0.0
H 1.5401 -1.1777 2.7439 -0.1 -0.1 -0.2
H 0.9265 0.3520 4.2953 -0.1 0.1 0.0
H 5.2724 -1.9795 2.4606 0.0 0.1 -0.1
H -3.6920 2.6564 -6.5245 0.0 0.0 0.0
H -2.1677 -1.2496 -7.4221 0.0 0.0 0.0
H -3.1230 1.3762 0.0301 0.1 -0.1 0.0
H -3.4422 5.2247 1.4160 -0.1 -0.1 0.0
H -4.2182 4.8806 -2.2624 0.0 0.0 0.0
H -1.6588 -7.4590 1.0602 0.0 0.0 0.0
H -5.2641 3.0181 0.2124 0.0 -0.1 0.0
H -3.2796 1.1957 3.2464 0.0 0.0 0.1
H -3.0707 3.6080 0.8189 0.0 0.0 -0.1
H 0.0884 2.1364 -0.7164 -0.1 -0.1 0.1
H 8.3304 -0.7631 -0.2747 0.0 0.0 0.0
H -2.5579 1.1106 -8.0864 0.0 0.0 0.0
H -2.2958 2.9506 -1.1682 -0.1 0.0 0.0
H 1.7592 0.4868 -0.7416 -0.2 -0.1 0.1
H -0.3391 1.2774 0.7456 0.1 0.0 0.1
H -2.9895 0.0909 -1.2102 0.1 0.1 0.1
H 0.2855 -0.6083 1.6222 0.2 -0.2 -0.1
H 8.8901 -3.1411 -0.7059 0.0 0.0 0.0
H -1.3447 2.9343 1.9330 0.1 0.0 -0.1
H 0.9748 3.9546 0.3358 0.1 0.0 0.1
H 2.5252 1.8945 -0.0619 0.1 -0.2 -0.1
H 0.8841 1.6725 3.1181 -0.1 0.0 0.1
H -0.8633 5.0682 -0.0029 0.0 -0.1 0.0
H -2.8082 3.2247 -2.8274 0.0 0.0 0.0
H -0.1859 -3.7692 -0.5464 0.0 0.0 0.0
H -1.8269 -5.6294 -0.5906 0.0 0.0 0.0
H -1.2309 5.8234 1.5366 0.1 0.0 -0.1
H 5.8340 -4.3481 2.0465 0.0 0.0 0.0
H -3.4943 1.4397 5.0138 0.0 0.0 0.0
H -2.6326 2.6375 4.0138 0.0 0.0 0.1
H 2.8435 -0.5052 0.9974 0.1 0.1 0.0
```
Positions in Å, forces in eV/Å.

Calculated values
SMILES = COC[C@@H](S)OCCCCCCCCCOC(C)=O.O=[N+]([O-])c1ccccc1.O=[N+]([O-])c1ccccc1.O=[N+]([O-])c1ccccc1
orbital gap = 8.66 eV
molecular weight = 661.8 g mol⁻¹
LUMO level = -0.659 eV
2S+1 = 1
F_max = 0.556 eV/A

Want to see where the charge sits? The Löwdin charges in e are: number 1, S, carries 0.82; number 2, O, carries 0.08; number 3, O, carries 0.08; number 4, O, carries -0.17; number 5, O, carries 0.07; number 6, O, carries 0.07; number 7, O, carries -0.03; number 8, O, carries 0.07; number 9, O, carries -0.24; number 10, O, carries 0.08; number 11, O, carries 0.12; number 12, N, carries -0.35; number 13, N, carries -0.33; number 14, N, carries -0.35; number 15, C, carries -0.07; number 16, C, carries -0.54; number 17, C, carries -0.09; number 18, C, carries -0.19; number 19, C, carries 0.00; number 20, C, carries -0.07; number 21, C, carries -0.18; number 22, C, carries -0.14; number 23, C, carries -0.15; number 24, C, carries 0.00; number 25, C, carries 0.00; number 26, C, carries -0.64; number 27, C, carries 0.02; number 28, C, carries -0.17; number 29, C, carries -0.14; number 30, C, carries 0.00; number 31, C, carries -0.06; number 32, C, carries -0.20; number 33, C, carries -0.06; number 34, C, carries -0.22; number 35, C, carries -0.20; number 36, C, carries -0.15; number 37, C, carries -0.07; number 38, C, carries -0.14; number 39, C, carries -0.06; number 40, C, carries -0.01; number 41, C, carries -0.20; number 42, C, carries 0.00; number 43, C, carries -0.21; number 44, C, carries -0.06; number 45, C, carries -0.07; number 46, C, carries -0.07; number 47, H, carries 0.11; number 48, H, carries 0.11; number 49, H, carries 0.11; number 50, H, carries 0.10; number 51, H, carries 0.09; number 52, H, carries 0.12; number 53, H, carries 0.10; number 54, H, carries 0.11; number 55, H, carries 0.10; number 56, H, carries 0.10; number 57, H, carries 0.12; number 58, H, carries 0.12; number 59, H, carries 0.11; number 60, H, carries 0.12; number 61, H, carries 0.07; number 62, H, carries 0.12; number 63, H, carries 0.10; number 64, H, carries 0.11; number 65, H, carries -0.14; number 66, H, carries 0.08; number 67, H, carries 0.09; number 68, H, carries 0.11; number 69, H, carries 0.12; number 70, H, carries 0.11; number 71, H, carries 0.11; number 72, H, carries 0.11; number 73, H, carries 0.09; number 74, H, carries 0.09; number 75, H, carries 0.11; number 76, H, carries 0.11; number 77, H, carries 0.08; number 78, H, carries 0.11; number 79, H, carries 0.11; number 80, H, carries 0.11; number 81, H, carries 0.11; number 82, H, carries 0.13; number 83, H, carries 0.12; number 84, H, carries 0.11; number 85, H, carries 0.11; number 86, H, carries 0.11; number 87, H, carries 0.09; number 88, H, carries 0.09; number 89, H, carries 0.08

***

(2)
A structure of composition C20H26CrIN5O4S2, computed with wB97M-V/def2-TZVPD.

The geometry in XYZ format:
```
59
Properties=species:S:1:pos:R:3:forces:R:3
I 1.9204 -6.3785 5.0943 0.0 0.0 0.0
Cr 0.5171 -0.7047 -0.6825 -0.2 1.0 -0.1
S -1.5822 1.2792 0.3312 -0.2 0.1 0.2
S -5.2383 2.5278 -1.1335 -0.1 0.0 0.0
O -5.3846 2.3291 -2.5437 0.0 0.0 0.0
O -6.3779 2.4795 -0.2746 0.0 0.0 0.0
O -0.4059 -2.0922 -0.0323 0.1 -0.7 0.2
O -2.3396 -2.9466 0.6530 -0.1 -0.1 0.0
N 0.8905 0.0332 1.2555 0.2 -0.1 0.1
N 0.5120 1.1116 -1.6929 0.0 0.1 -0.3
N -4.0728 1.4734 -0.5708 0.2 -0.1 -0.1
N 0.8367 -1.8428 -2.4259 0.0 -0.2 0.0
N 2.6146 -0.3732 -0.8765 0.0 -0.3 0.1
C -3.0588 3.5979 -0.3568 0.1 -0.1 0.1
C -4.6218 5.3111 -1.0508 0.0 0.0 0.0
C 2.1249 -2.5019 -2.0775 0.0 0.0 -0.1
C -0.3833 -3.7053 1.7629 0.0 0.0 0.0
C 2.3358 0.2719 1.4862 -0.1 0.0 0.0
C 3.1612 -1.4289 -1.7919 0.0 0.0 0.0
C 1.6860 1.9073 -1.3062 0.0 -0.1 0.0
C -2.0971 4.5468 -0.0630 0.1 0.0 0.1
C 0.9826 -3.5546 1.9670 0.0 0.0 0.0
C -2.4059 5.8871 -0.2698 0.0 0.0 0.0
C 0.9340 -5.2353 3.6685 0.0 0.0 0.0
C 2.9188 1.0158 -1.3606 0.0 0.0 0.0
C 3.1289 -0.5757 0.5112 0.0 0.0 -0.1
C -4.2911 3.9900 -0.8406 0.0 0.1 0.0
C -1.0872 -4.6345 2.5222 0.0 0.0 0.1
C -0.4318 -5.4023 3.4704 0.0 0.0 0.0
C -1.1554 -2.8996 0.7747 0.1 0.4 -0.3
C 1.6490 -4.3094 2.9193 -0.1 0.0 0.0
C -3.0096 2.1026 -0.2304 -0.1 -0.1 -0.1
C -3.6538 6.2652 -0.7566 0.0 0.0 0.0
H 2.5429 1.3304 1.3382 0.0 0.0 0.0
H 3.2655 0.9457 -2.3897 0.0 0.0 0.0
H -0.9820 -6.1264 4.0547 0.0 0.0 0.0
H 2.7114 -4.1856 3.0787 0.0 0.0 0.0
H 0.1017 -2.5442 -2.4921 0.0 0.0 0.0
H 3.4628 -0.9574 -2.7258 0.0 0.0 0.0
H 4.0551 -1.8800 -1.3588 0.0 0.0 0.0
H 1.9416 -3.1319 -1.2052 0.0 0.0 0.0
H 1.4958 2.2936 -0.3051 0.0 0.0 0.0
H 1.5379 -2.8454 1.3671 0.0 0.0 0.0
H -5.5958 5.5952 -1.4254 0.0 0.0 0.0
H 3.7384 1.4355 -0.7747 0.0 0.0 0.0
H 3.0192 -1.6349 0.7491 0.0 0.0 0.0
H 0.3920 1.0844 -2.7021 0.0 0.0 0.0
H -3.8767 7.3136 -0.9027 0.0 0.0 0.0
H 0.8964 -1.3951 -3.3366 0.0 0.0 0.0
H -2.1518 -4.7391 2.3634 0.0 0.0 0.0
H -1.1379 4.2434 0.3380 0.0 0.0 0.0
H 1.8200 2.7660 -1.9644 0.0 0.0 0.0
H 2.4836 -3.1463 -2.8812 0.0 0.0 0.0
H 2.6291 0.0288 2.5074 0.0 0.0 0.0
H -0.3555 1.5361 -1.2746 0.1 -0.1 0.0
H 0.5515 -0.7005 1.8756 0.0 0.0 0.0
H -1.6717 6.6486 -0.0425 0.0 0.0 0.0
H 0.3170 0.8566 1.4682 0.0 0.0 0.0
H 4.1943 -0.3351 0.5604 0.0 0.0 0.0
```
Positions in Å, forces in eV/Å.

Calculated values
ΔE to the lowest compared entry with this formula, charge and spin = 57.78 kcal/mol
net charge = +1
orbital gap (spin up / spin down) = 6.52 / 7.32 eV
molecular weight = 643.5 g mol⁻¹
⟨S²⟩ = 3.781
LUMO level (spin up / spin down) = -4.335 / -3.560 eV
2S+1 = 4
F_max = 1.063 eV/A

Want to see where the charge sits? The Löwdin charges in e are: number 1, I, carries 0.93; number 2, Cr, carries 0.87; number 3, S, carries 0.70; number 4, S, carries 0.65; number 5, O, carries -0.28; number 6, O, carries -0.27; number 7, O, carries -0.23; number 8, O, carries 0.16; number 9, N, carries -0.05; number 10, N, carries -0.09; number 11, N, carries -0.06; number 12, N, carries -0.02; number 13, N, carries -0.22; number 14, C, carries -0.23; number 15, C, carries -0.02; number 16, C, carries -0.18; number 17, C, carries -0.14; number 18, C, carries -0.16; number 19, C, carries -0.13; number 20, C, carries -0.19; number 21, C, carries -0.04; number 22, C, carries -0.04; number 23, C, carries -0.06; number 24, C, carries -0.73; number 25, C, carries -0.12; number 26, C, carries -0.15; number 27, C, carries -0.22; number 28, C, carries 0.01; number 29, C, carries -0.12; number 30, C, carries -0.49; number 31, C, carries -0.14; number 32, C, carries -0.73; number 33, C, carries -0.06; number 34, H, carries 0.12; number 35, H, carries 0.12; number 36, H, carries 0.10; number 37, H, carries 0.09; number 38, H, carries 0.13; number 39, H, carries 0.13; number 40, H, carries 0.14; number 41, H, carries 0.12; number 42, H, carries 0.11; number 43, H, carries 0.07; number 44, H, carries 0.13; number 45, H, carries 0.14; number 46, H, carries 0.11; number 47, H, carries 0.12; number 48, H, carries 0.11; number 49, H, carries 0.12; number 50, H, carries 0.13; number 51, H, carries 0.09; number 52, H, carries 0.14; number 53, H, carries 0.14; number 54, H, carries 0.14; number 55, H, carries -0.03; number 56, H, carries 0.11; number 57, H, carries 0.11; number 58, H, carries 0.00; number 59, H, carries 0.14

***

Among the records above, which one has the highest F_max?
C20H26CrIN5O4S2

***

The lowest 2S+1 belongs to which entry?
C32H43N3O10S

***

Which formula does entry 1 have?
C32H43N3O10S

***

Look up the F_max of the second one.
1.063 eV/A